# 1
This record from OMol25 describes a single CH5N3O molecule at a distorted geometry. The level of theory is the ωB97M-V functional and the def2-TZVPD basis.

Cartesian coordinates (Å):
O -2.005 -0.018 -0.338
N 1.052 0.812 -0.092
N -0.816 -0.322 0.128
N 1.442 -0.488 -0.284
C -0.098 0.874 0.004
H -0.107 -0.931 -0.374
H 2.393 -0.661 -0.162
H -0.611 1.926 -0.144
H 1.197 -0.933 0.720
H -2.450 -0.260 0.542

Calculated values
- LUMO (eV) = 0.978
- 2S+1 = 1
- energy above the lowest of the compared OMol25 structures with the same formula, charge and spin (kJ/mol) = 489.5
- SMILES string = N/N=C\NO
- E_HOMO (eV) = -9.382
- DFT total energy (a.u.) = -280.418064
- frontier orbital gap (eV) = 10.4

These are the Mulliken partial charges, in e, on atoms 1 to 8: atom 1 (O): -0.40, atom 2 (N): -0.35, atom 3 (N): -0.36, atom 4 (N): -0.55, atom 5 (C): -0.01, atom 6 (H): 0.41, atom 7 (H): 0.26, atom 8 (H): 0.30

***

# 2
This record from OMol25 describes a single CH5N3O molecule at a distorted geometry. The level of theory is the ωB97M-V functional and the def2-TZVPD basis.

Cartesian coordinates (Å):
O -0.311 -1.044 -1.449
N 0.346 -0.545 1.019
N 0.077 0.219 -1.083
N -0.654 1.570 0.733
C -0.101 0.457 0.368
H -0.742 1.544 1.779
H 0.840 -0.601 1.841
H 0.287 -1.229 -2.212
H -0.334 0.990 -1.459
H 0.593 -1.361 0.463

Calculated values
- LUMO (eV) = 0.754
- 2S+1 = 1
- energy above the lowest of the compared OMol25 structures with the same formula, charge and spin (kJ/mol) = 204.5
- SMILES string = [H]/N=C(\N)NO
- E_HOMO (eV) = -8.913
- DFT total energy (a.u.) = -280.526604
- frontier orbital gap (eV) = 9.7

These are the Mulliken partial charges, in e, on atoms 1 to 8: atom 1 (O): -0.46, atom 2 (N): -0.32, atom 3 (N): -0.24, atom 4 (N): -0.67, atom 5 (C): 0.39, atom 6 (H): 0.22, atom 7 (H): 0.20, atom 8 (H): 0.36

***

# 3
This record from OMol25 describes a 2-piece molecular cluster, CH5N3O2 overall at a distorted geometry. The level of theory is the ωB97M-V functional and the def2-TZVPD basis.

Cartesian coordinates (Å):
O 0.460 -0.929 1.046
O -0.546 1.547 1.032
N -0.051 -0.063 -2.052
N -0.451 -0.953 0.033
N 0.495 1.157 -0.024
C 0.031 0.099 -0.741
H 0.514 1.850 -0.671
H -0.229 -1.825 -0.373
H -0.185 -1.579 2.073
H -0.098 -1.174 -2.170
H 0.060 1.871 1.846

Calculated values
- LUMO (eV) = -0.101
- 2S+1 = 1
- energy above the lowest of the compared OMol25 structures with the same formula, charge and spin (kJ/mol) = 581.0
- E_HOMO (eV) = -9.284
- DFT total energy (a.u.) = -355.602940
- frontier orbital gap (eV) = 9.2

These are the Mulliken partial charges, in e, on atoms 1 to 8: atom 1 (O): -0.51, atom 2 (O): -0.41, atom 3 (N): -0.67, atom 4 (N): -0.20, atom 5 (N): -0.19, atom 6 (C): 0.42, atom 7 (H): 0.33, atom 8 (H): 0.33